{"formula": "C7H13N3O2", "method": "the ωB97M-V functional and the def2-TZVPD basis", "total_energy_ha": -589.0739, "homo_ha": [-0.272, -0.272], "e_above_lowest_kcal_mol": 137.84, "lumo_energy_ev": [0.394, 0.392], "gap_ha": [0.287, 0.287], "elements": ["C", "C", "C", "C", "C", "C", "C", "N", "N", "N", "O", "O", "H", "H", "H", "H", "H", "H", "H", "H", "H", "H", "H", "H", "H"], "xyz": [[0.627, -0.848, 0.007], [1.969, -1.121, 0.129], [-1.238, 0.752, -0.481], [0.101, 0.359, -0.410], [-4.157, -0.685, -0.232], [4.172, -0.276, -0.728], [-3.311, 0.238, 0.709], [2.895, -0.135, 0.021], [2.598, 1.099, 0.296], [1.479, 1.446, 0.988], [-1.712, 1.655, -1.150], [-1.979, -0.033, 0.437], [-0.119, -1.702, 0.409], [2.447, -2.150, 0.368], [0.793, 1.051, -1.097], [-4.072, -1.672, -0.134], [-5.177, -0.565, -0.171], [-4.022, -0.543, -1.309], [4.537, -1.215, -0.456], [4.160, -0.432, -1.813], [4.779, 0.459, -0.322], [-3.602, -0.102, 1.666], [-3.742, 1.299, 0.442], [1.327, 0.731, 1.684], [1.245, 2.390, 1.147]]}